A) Below is 4 unconnected molecules or ions with the total composition C4H13NO3, with properties calculated with ωB97M-V with the def2-TZVPD basis set.

Results
Highest occupied orbital energy in eV: -7.94
SMILES: C=C/C=C/N.O.O.O
Lowest unoccupied orbital energy in eV: 0.392
Multiplicity: 1
HOMO-LUMO gap in eV: 8.3

Atoms and positions in Å:
C 1.3364 3.2605 -0.5972
C 1.5997 2.0657 -1.1253
C 1.7038 0.8965 -0.2579
C 0.6528 0.7139 0.5955
N 0.5769 -0.1764 1.6299
H 1.3051 4.1435 -1.2182
H 1.0942 3.6024 0.3874
H 1.6490 1.9399 -2.2102
H 2.6035 0.3179 -0.2682
H -0.3613 1.0478 0.3131
H -0.3408 -0.4642 1.9194
H 1.3642 -0.7252 1.9197
O -0.5938 -1.3509 -0.9911
H 0.2663 -1.0989 -0.6080
H -0.2420 -1.4697 -1.8865
O -1.0002 -3.6118 0.6605
H -1.8827 -3.9929 0.6083
H -0.9781 -3.0019 -0.0967
O -2.7982 0.0041 0.1492
H -2.0906 -0.6432 -0.0365
H -3.4776 -0.1693 -0.5106



B) Below is 3 unconnected molecules or ions with the total composition C4H13NO3, with properties calculated with ωB97M-V with the def2-TZVPD basis set.

Results
Highest occupied orbital energy in eV: -9.59
SMILES: CC(=O)N(C)C.O.O
Lowest unoccupied orbital energy in eV: 0.680
Multiplicity: 1
HOMO-LUMO gap in eV: 10.3

Atoms and positions in Å:
C 1.8798 0.1542 1.9450
C 0.9193 0.0051 0.7219
O 1.0042 0.7690 -0.1636
N -0.1501 -0.9714 0.9971
C 0.0392 -2.2356 1.7380
C -0.9707 -1.2270 -0.2298
H 1.3471 -0.2240 2.7930
H 2.6544 -0.5671 2.1103
H 2.4721 1.1184 1.8652
H 0.4378 -3.1027 1.2020
H -0.8784 -2.4867 2.3267
H 0.6632 -2.1590 2.5756
H -1.3856 -0.3022 -0.8087
H -0.2828 -1.7720 -1.0227
H -1.6915 -2.0026 -0.0052
O -1.0770 0.9168 -2.5652
H -0.5035 1.1041 -3.3719
H -0.3733 0.5517 -1.9433
O -1.0543 4.3557 -2.8919
H -1.8618 4.6131 -2.5378
H -1.1881 3.4620 -2.7345



Which one sits at the top of the stability order? A) does.



A) Below is a single C4H6N2O molecule, with properties calculated with ωB97M-V with the def2-TZVPD basis set.

Results
Highest occupied orbital energy in eV: -9.02
SMILES: C#C[C@H](O)/C=N\N
Lowest unoccupied orbital energy in eV: 0.839
Multiplicity: 1
HOMO-LUMO gap in eV: 9.9

Atoms and positions in Å:
C -2.1102 1.0184 -0.2280
C -1.3849 0.0145 -0.4387
C -0.3652 -0.9576 -0.2620
O -0.2908 -1.2965 1.0771
C 0.9904 -0.5520 -0.8134
N 1.7455 0.3631 -0.2887
N 1.0687 1.2414 0.5251
H -2.7356 1.9705 -0.2190
H -0.6172 -1.9565 -0.7682
H -0.0818 -0.3556 1.5848
H 1.5248 -1.2249 -1.5738
H 0.0878 1.5648 0.4071
H 1.6688 2.0028 0.7499



B) Below is 2 unconnected molecules or ions with the total composition C4H6N2O, with properties calculated with ωB97M-V with the def2-TZVPD basis set.

Results
Highest occupied orbital energy in eV: -9.34
SMILES: c1cn[nH]c1.C=O
Lowest unoccupied orbital energy in eV: 0.865
Multiplicity: 1
HOMO-LUMO gap in eV: 10.2

Atoms and positions in Å:
C -0.7822 -0.1762 0.3549
C -0.8932 0.2901 -0.9728
N -1.0780 1.6026 -1.0250
N -1.0859 1.9825 0.2581
C -0.9110 0.9569 1.1234
H -0.6031 -1.1811 0.7076
H -0.8510 -0.2761 -1.8955
H -1.2215 2.9564 0.4755
H -0.8869 1.1092 2.1932
C 2.0786 -1.8173 -0.3127
O 2.0137 -1.5158 0.8516
H 2.9459 -2.3675 -0.7265
H 1.2745 -1.5638 -1.0317



C) Below is a single C4H6N2O molecule, with properties calculated with ωB97M-V with the def2-TZVPD basis set.

Results
Highest occupied orbital energy in eV: -7.46
SMILES: Nc1[nH]ccc1O
Lowest unoccupied orbital energy in eV: 0.877
Multiplicity: 1
HOMO-LUMO gap in eV: 8.3

Atoms and positions in Å:
N -1.7761 0.7329 -0.7083
C -0.4166 0.6885 -0.2775
N 0.4437 0.2898 -1.2758
C 1.3920 -0.5594 -0.8003
C 1.2914 -0.5445 0.5764
C 0.1433 0.2381 0.8971
O -0.5034 0.3791 2.0927
H -2.4292 1.0662 -0.0100
H -2.0186 -0.2484 -0.8580
H 0.2302 0.4617 -2.2403
H 1.7670 -1.3313 -1.4611
H 1.8526 -1.1555 1.2713
H 0.0237 -0.0173 2.7939



Which one sits at the top of the stability order? C) does.



A) Below is 2 unconnected molecules or ions with the total composition C2H8NO2, with properties calculated with ωB97M-V with the def2-TZVPD basis set.

Results
Highest occupied orbital energy in eV: -2.64
Lowest unoccupied orbital energy in eV: 4.445
Multiplicity: 1
Charge: -1
HOMO-LUMO gap in eV: 7.1

Atoms and positions in Å:
C 1.5666 0.2019 0.4006
N 0.2714 -0.4741 0.6449
C -0.3196 -1.1784 -0.5940
O 0.1835 -0.6977 -1.7313
H 2.3690 -0.5432 0.3150
H 1.8378 0.9335 1.2542
H 1.4335 0.7973 -0.4391
H 0.3800 -1.1634 1.3927
H -1.4280 -1.0324 -0.5654
H -0.1712 -2.3693 -0.2933
H -1.0102 1.0274 1.0223
H -1.7250 2.0561 0.0559
O -1.5670 1.8816 0.9692



B) Below is 2 unconnected molecules or ions with the total composition C2H8NO2, with properties calculated with ωB97M-V with the def2-TZVPD basis set.

Results
Highest occupied orbital energy in eV: -3.45
Lowest unoccupied orbital energy in eV: 4.493
Multiplicity: 1
Charge: -1
HOMO-LUMO gap in eV: 7.9

Atoms and positions in Å:
C 0.9050 1.9284 0.9510
O -0.0963 2.0465 -0.0499
H 0.9218 2.6383 1.7846
H 0.9080 1.0744 1.5172
H 1.8496 2.0235 0.3970
N -0.1850 -2.5873 -0.5009
C 0.0242 -1.0783 -0.7345
O -0.7579 -0.3705 0.2146
H -0.3338 -2.7387 0.4815
H -1.1413 -2.7233 -0.8857
H 1.0946 -0.9060 -0.5589
H -0.2435 -0.8260 -1.8146
H -0.5019 1.0606 -0.0320



C) Below is 2 unconnected molecules or ions with the total composition C2H8NO2, with properties calculated with ωB97M-V with the def2-TZVPD basis set.

Results
Highest occupied orbital energy in eV: -3.11
Lowest unoccupied orbital energy in eV: 4.343
Multiplicity: 1
Charge: -1
HOMO-LUMO gap in eV: 7.4

Atoms and positions in Å:
C 1.5089 1.1591 1.6823
O 0.6163 2.1039 1.0870
H 1.3524 0.1154 1.3719
H 2.5362 1.4096 1.4024
H 1.2393 1.0592 2.7399
N -1.7113 -1.7783 -1.1949
C -0.4900 -0.8074 -1.2240
O -0.6537 0.2527 -0.4568
H -2.3052 -1.2937 -0.5172
H -2.2959 -1.6671 -2.0242
H 0.3249 -1.4953 -0.8914
H -0.3876 -0.6122 -2.3098
H 0.2657 1.5542 0.3349



Which one sits at the top of the stability order? C) does.



A) Below is a single C4H10N2O molecule, with properties calculated with ωB97M-V with the def2-TZVPD basis set.

Results
Highest occupied orbital energy in eV: -8.95
SMILES: NC[C@@H](N)CC=O
Lowest unoccupied orbital energy in eV: 0.797
Multiplicity: 1
HOMO-LUMO gap in eV: 9.8

Atoms and positions in Å:
N -1.4196 -0.1854 -1.7217
C -1.0796 0.0072 -0.3755
C 0.4936 0.1186 -0.2684
N 1.0361 1.3001 -0.9294
C 0.9353 0.0621 1.1886
C 0.3655 -1.0408 1.9328
O -0.7933 -1.0486 2.4483
H -1.9664 -1.0365 -1.8640
H -1.8882 0.5557 -2.0711
H -1.2436 -0.8102 0.2856
H -1.4630 0.9410 0.1245
H 0.7830 -0.7532 -0.9393
H 0.4973 1.5596 -1.7068
H 1.9760 1.2380 -1.0207
H 0.8247 1.0473 1.7158
H 2.0596 0.0044 1.2979
H 0.8827 -1.9593 1.9033



B) Below is a single C4H10N2O molecule, with properties calculated with ωB97M-V with the def2-TZVPD basis set.

Results
Highest occupied orbital energy in eV: -9.31
SMILES: CC[C@H](N)C(N)=O
Lowest unoccupied orbital energy in eV: 0.835
Multiplicity: 1
HOMO-LUMO gap in eV: 10.1

Atoms and positions in Å:
C 0.6398 -2.1960 0.3171
C -0.3048 -1.0012 0.5851
C 0.1982 0.2571 -0.1090
N 1.3914 0.7302 0.6364
C -0.8145 1.4023 -0.1402
N -1.3062 1.7544 -1.3671
O -1.0387 2.0922 0.8353
H 0.1428 -3.1317 0.5541
H 0.7836 -2.2144 -0.7621
H 1.4881 -2.1371 0.9922
H -0.4783 -0.7636 1.6366
H -1.3009 -1.2797 0.2112
H 0.5851 0.0414 -1.1001
H 2.0164 1.1991 0.0119
H 1.0907 1.3867 1.3349
H -1.4755 1.1611 -2.1610
H -1.6173 2.6993 -1.4752



Which one sits at the top of the stability order? B) does.



A) Below is 6 unconnected molecules or ions with the total composition C6H22O7, with properties calculated with ωB97M-V with the def2-TZVPD basis set.

Results
Highest occupied orbital energy in eV: -10.27
SMILES: CCCCCC(=O)O.O.O.O.O.O
Lowest unoccupied orbital energy in eV: 0.085
Multiplicity: 1
HOMO-LUMO gap in eV: 10.4

Atoms and positions in Å:
C -4.0886 -0.0192 0.1862
C -2.7756 0.5916 0.4042
C -1.6160 -0.4244 0.2172
C -0.9777 -0.8298 1.6404
C 0.4268 -1.5266 1.4835
C 1.5087 -0.8613 0.8061
O 1.6589 -0.6183 -0.3607
O 2.5885 -0.8750 1.6437
H -4.2885 -0.3799 -0.8036
H -5.0176 0.6953 0.4260
H -4.1871 -1.0333 0.7107
H -2.6313 1.3824 1.1738
H -2.7685 1.3993 -0.4940
H -1.9536 -1.2754 -0.2114
H -0.9003 0.0178 -0.4211
H -0.9423 0.0261 2.2889
H -1.6431 -1.5112 2.0785
H 0.1885 -2.5813 1.0267
H 0.8044 -1.9680 2.4412
H 3.3117 -0.1609 1.5949
O 0.3689 -3.2075 -1.7759
H 0.8324 -2.3798 -1.6929
H 0.1275 -3.0782 -2.7686
O 0.0590 3.1646 -1.6556
H -0.8018 3.6902 -1.5696
H 0.4640 3.4131 -2.5273
O 0.8653 -0.3753 -3.4785
H -0.0810 -0.0256 -3.4579
H 0.9894 -0.3309 -2.5168
O -1.7211 2.6199 2.4638
H -1.3841 2.7753 1.7378
H -0.9933 2.1638 2.8882
O 3.6492 1.1916 -0.2436
H 3.2457 1.8926 -0.6811
H 3.0139 0.4869 -0.3948



B) Below is 7 unconnected molecules or ions with the total composition C6H22O7, with properties calculated with ωB97M-V with the def2-TZVPD basis set.

Results
Highest occupied orbital energy in eV: -9.09
SMILES: C/C=C/CCC=O.O.O.O.O.O.O
Lowest unoccupied orbital energy in eV: 0.368
Multiplicity: 1
HOMO-LUMO gap in eV: 9.5

Atoms and positions in Å:
C 1.6688 3.0527 0.8601
C 2.2608 1.7226 1.3127
C 1.7875 0.6115 0.7678
C 2.3526 -0.7536 1.0360
C 1.4345 -1.8618 0.4998
C 0.3292 -2.2250 1.4616
O -0.7754 -1.7343 1.3821
H 1.4147 3.6213 1.7605
H 0.7381 2.8646 0.3351
H 2.3805 3.6353 0.2806
H 3.1371 1.8611 1.9388
H 0.9882 0.6598 0.0400
H 2.5763 -0.9575 2.0883
H 3.3419 -0.9072 0.6045
H 1.9196 -2.8156 0.2672
H 0.9548 -1.5293 -0.4140
H 0.4942 -2.9997 2.2330
O -1.2239 3.3526 -1.2032
H -1.0315 2.9234 -2.0403
H -1.2585 2.6815 -0.5131
O 0.2317 0.1193 -2.8982
H 0.9466 0.3980 -3.4850
H 0.3063 -0.8482 -2.9243
O -1.2476 1.5877 1.8054
H -1.7409 0.9077 2.2857
H -0.7239 1.9219 2.5481
O -3.8244 -0.3088 -0.0145
H -3.6595 -0.2058 0.9319
H -3.6264 0.5570 -0.3905
O -0.0520 -2.7534 -2.1448
H -0.6265 -2.1467 -1.6585
H -0.6197 -3.4906 -2.3783
O -2.7758 -2.2360 -1.8104
H -2.9420 -3.0986 -1.4158
H -3.1354 -1.6059 -1.1482



Which one sits at the top of the stability order? B) does.



A) Below is a single C4H7NO molecule, with properties calculated with ωB97M-V with the def2-TZVPD basis set.

Results
Highest occupied orbital energy in eV: -10.83
SMILES: CCOCC#N
Lowest unoccupied orbital energy in eV: 0.872
Multiplicity: 1
HOMO-LUMO gap in eV: 11.7

Atoms and positions in Å:
C -1.8889 -0.7090 0.0518
C -0.5797 -0.1873 -0.5015
O 0.1431 0.4326 0.5535
C 1.3527 0.9897 0.1387
C 2.3181 -0.0094 -0.3845
N 3.0583 -0.7699 -0.8440
H -2.4917 0.1056 0.4639
H -2.4591 -1.1951 -0.7463
H -1.7062 -1.4421 0.8429
H -0.7572 0.5448 -1.3061
H 0.0182 -1.0093 -0.9215
H 1.7932 1.4907 1.0048
H 1.2120 1.7361 -0.6590



B) Below is a single C4H7NO molecule, with properties calculated with ωB97M-V with the def2-TZVPD basis set.

Results
Highest occupied orbital energy in eV: -9.46
SMILES: O[C@H]1C[C@H]2N[C@@H]12
Lowest unoccupied orbital energy in eV: 1.003
Multiplicity: 1
HOMO-LUMO gap in eV: 10.5

Atoms and positions in Å:
O 1.8551 0.6944 0.4556
C 0.9468 0.2306 -0.4968
C 0.3141 -1.1756 -0.2292
C -1.0002 -0.4848 0.1132
N -0.7553 0.6161 1.0665
C -0.4758 0.8136 -0.3616
H 1.3335 0.7655 1.2755
H 1.4135 0.3408 -1.4778
H 0.8087 -1.8261 0.4974
H 0.1873 -1.7059 -1.1788
H -2.0029 -0.8867 0.0133
H -1.6463 1.0567 1.2870
H -0.9784 1.5614 -0.9642



C) Below is a single C4H7NO molecule, with properties calculated with ωB97M-V with the def2-TZVPD basis set.

Results
Highest occupied orbital energy in eV: -9.78
SMILES: O=CC[C@H]1CN1
Lowest unoccupied orbital energy in eV: 1.066
Multiplicity: 1
HOMO-LUMO gap in eV: 10.9

Atoms and positions in Å:
O 1.2979 -0.9056 1.9653
C 0.2720 -1.2744 1.4515
C -0.6394 -0.2072 0.9108
C 0.1156 0.6774 -0.0819
C 0.3705 0.1637 -1.4471
N -0.7238 1.0988 -1.1968
H 0.1157 -2.3597 1.2066
H -1.0360 0.4143 1.7275
H -1.4402 -0.6909 0.3604
H 0.8494 1.3868 0.3090
H 0.0668 -0.8524 -1.6916
H 1.2444 0.5172 -1.9911
H -0.4930 2.0319 -1.5227



D) Below is a single C4H7NO molecule, with properties calculated with ωB97M-V with the def2-TZVPD basis set.

Results
Highest occupied orbital energy in eV: -9.57
SMILES: O[C@H]1CN2C[C@@H]12
Lowest unoccupied orbital energy in eV: 0.875
Multiplicity: 1
HOMO-LUMO gap in eV: 10.4

Atoms and positions in Å:
O 0.5666 -0.6082 1.9863
C 0.4788 -0.7405 0.5964
C -0.8448 -0.8809 -0.1862
N -0.2693 -0.0577 -1.3020
C -0.2460 1.2928 -0.7685
C 0.8392 0.3746 -0.3601
H 0.3486 0.2996 2.2253
H 1.1015 -1.6023 0.3402
H -1.7145 -0.4048 0.2835
H -1.1131 -1.8909 -0.5015
H -1.0544 1.6154 -0.1140
H 0.0501 2.0255 -1.5160
H 1.8572 0.5775 -0.6834



Which one sits at the top of the stability order? A) does.